# C20H32BBrN2O5PS

2 unconnected molecules or ions with the total composition C20H32BBrN2O5PS in a non-equilibrium geometry (wB97M-V/def2-TZVPD, the OMol25 dataset).

## Properties
HOMO level	-12.132	eV
M	534.24	g mol⁻¹
total charge	+1

Last column: Mulliken charge in e.
CARTESIAN COORDINATES (ANGSTROEM)
C1 -1.977 2.869 5.184  -1.17
C2 -2.963 2.107 4.326  -0.07
O1 -2.785 0.683 4.445  -0.55
B1 -2.511 -0.037 3.309  0.67
O2 -3.249 -1.102 2.942  -0.48
C3 -1.210 0.363 2.495  -0.35
N1 -0.130 0.640 3.298  0.37
C4 1.062 1.020 2.868  0.39
P1 2.389 1.264 4.110  0.23
N2 3.620 0.357 3.823  -0.63
C5 1.266 1.188 1.499  0.28
C6 2.524 1.587 0.990  -1.06
C7 2.692 1.746 -0.344  -1.47
C8 1.619 1.522 -1.239  0.39
C9 1.814 1.730 -2.711  -1.37
C10 1.720 3.216 -3.048  -0.57
O3 0.502 3.817 -2.627  -0.51
C11 0.401 1.120 -0.757  -0.34
C12 0.172 0.942 0.615  1.16
C13 -1.088 0.517 1.154  0.54
C14 -2.260 0.262 0.246  -1.39
C15 -2.640 -1.217 -0.002  -0.73
C16 -1.532 -2.204 0.314  -0.59
Br1 -2.252 -4.015 0.331  -0.14
H1 -2.315 3.898 5.288  0.42
H2 -1.904 2.405 6.165  0.29
H3 -0.987 2.910 4.729  0.19
H4 -3.975 2.341 4.649  0.48
H5 -2.894 2.428 3.283  0.17
H6 -4.133 -1.099 3.326  0.29
H7 -0.284 0.552 4.296  0.42
H8 1.702 1.039 5.316  0.11
H9 2.616 2.644 4.022  0.16
H10 3.833 -0.279 4.581  0.26
H11 3.343 1.745 1.676  0.40
H12 3.656 2.054 -0.722  0.56
H13 1.063 1.162 -3.254  0.29
H14 2.812 1.384 -2.975  0.54
H15 2.528 3.765 -2.566  0.38
H16 1.819 3.351 -4.126  0.36
H17 -0.195 3.156 -2.644  0.33
H18 -0.378 0.936 -1.480  0.23
H19 -2.097 0.750 -0.705  0.51
H20 -3.119 0.775 0.683  0.38
H21 -3.537 -1.497 0.541  0.47
H22 -2.858 -1.313 -1.065  0.51
H23 -0.774 -2.229 -0.459  0.16
H24 -1.091 -2.070 1.294  0.40
C17 1.572 -4.074 -4.557  -0.59
C18 0.114 -4.262 -4.117  -0.79
C19 -0.222 -3.116 -3.154  -0.47
S1 0.834 -1.740 -3.634  1.49
O4 1.748 -1.453 -2.553  -0.65
O5 0.028 -0.680 -4.197  -0.76
C20 1.712 -2.601 -4.930  -0.92
H25 1.828 -4.718 -5.396  0.39
H26 2.246 -4.314 -3.733  0.30
H27 -0.541 -4.215 -4.988  0.33
H28 -0.044 -5.227 -3.640  0.35
H29 -1.260 -2.796 -3.225  0.39
H30 0.023 -3.368 -2.124  0.25
H31 2.739 -2.244 -4.958  0.40
H32 1.209 -2.374 -5.869  0.39